Record 1
ORCA calculation (ωB97M-V/def2-TZVPD) on a cluster of 22 separate species, C2H46O23 in total in a non-equilibrium geometry.

Total energy ... -49916.208 eV
Charge ... -2
HOMO energy ... -3.415 eV
HOMO-LUMO gap ... 7.6 eV
Relative energy (zero: lowest compared OMol25 entry of this formula, charge and spin) ... 0.8349 eV

Positions of all 71 atoms, in Å:
O: 1.271 0.432 1.154
C: 0.691 -0.015 -0.060
C: -0.849 -0.120 0.051
O: -1.327 -0.644 -1.164
H: 1.108 -0.937 -0.266
H: 0.904 0.729 -0.778
H: -1.276 0.885 0.111
H: -1.194 -0.681 0.934
O: 0.652 -1.154 -2.943
H: 0.752 -2.095 -2.894
H: 0.018 -1.000 -2.270
O: -2.340 -1.008 -3.603
H: -1.553 -1.144 -4.150
H: -2.015 -0.719 -2.758
O: 3.741 -0.507 0.940
H: 2.817 -0.229 0.867
H: 4.199 -0.277 0.139
O: 2.512 2.646 0.131
H: 3.035 1.944 -0.136
H: 1.842 2.183 0.605
O: 0.738 3.288 -1.735
H: 0.826 4.231 -1.893
H: 1.214 3.154 -0.912
O: -3.735 -0.091 -0.264
H: -3.514 0.721 0.196
H: -2.894 -0.316 -0.761
O: 1.570 1.344 -3.232
H: 1.035 0.557 -3.245
H: 1.063 2.038 -2.831
O: -1.965 -2.535 2.311
H: -1.029 -2.324 2.349
H: -2.137 -2.071 1.504
O: -1.689 -3.284 -1.003
H: -0.844 -3.525 -0.686
H: -1.529 -2.344 -0.966
O: 0.701 -1.802 2.438
H: 0.857 -1.025 1.897
H: 1.499 -2.020 2.891
O: 2.991 -2.136 -1.489
H: 3.863 -2.344 -1.180
H: 2.794 -1.274 -1.285
O: -1.704 1.774 -2.256
H: -2.518 2.031 -1.837
H: -1.493 0.976 -1.767
O: -3.360 2.278 1.267
H: -3.738 1.685 1.939
H: -4.093 2.646 0.816
O: -4.451 -1.877 1.560
H: -4.148 -1.164 0.953
H: -5.393 -2.028 1.379
O: -1.526 0.324 3.555
H: -1.351 0.802 2.773
H: -2.241 -0.304 3.400
O: 1.049 -3.466 -0.049
H: 1.488 -2.723 -0.445
H: 0.584 -3.054 0.700
O: 3.642 0.707 -1.674
H: 2.850 0.893 -2.206
H: 4.278 1.196 -2.228
O: -1.319 3.912 0.021
H: -2.281 4.092 -0.228
H: -0.979 3.322 -0.617
O: 2.354 1.280 3.314
H: 2.066 1.014 2.462
H: 1.598 1.518 3.797
O: -0.310 2.319 2.130
H: -1.068 2.524 1.578
H: 0.142 1.543 1.676
O: 3.178 -3.061 1.685
H: 2.627 -3.516 1.034
H: 3.299 -2.187 1.224

Record 2
ORCA calculation (ωB97M-V/def2-TZVPD) on a structure of composition C2H4AsCl4F6NiO4PY in a non-equilibrium geometry.

Total energy ... -188933.424 eV
Charge ... +1
HOMO energy (alpha / beta) ... -13.119 / -13.119 eV
⟨S²⟩ ... 2.006
Spin multiplicity ... 3
HOMO-LUMO gap (alpha / beta) ... 6.7 / 6.7 eV
Relative energy (zero: lowest compared OMol25 entry of this formula, charge and spin) ... 2.4160 eV

Positions of all 24 atoms, in Å:
Y: -0.613 -1.769 1.798
Ni: 1.162 1.471 0.845
P: -0.247 -0.018 -0.219
O: -0.106 1.422 -0.682
O: -0.476 0.343 1.294
O: 1.045 -0.548 0.529
O: -1.392 -1.053 -0.150
As: 2.543 -0.104 3.785
F: 3.987 0.810 4.152
F: 1.531 0.715 4.931
F: 1.055 -1.059 3.279
F: 3.380 -1.090 2.584
F: 2.877 -1.272 5.015
F: 2.120 1.187 2.590
C: 0.154 -0.731 -3.731
Cl: -0.754 -1.417 -5.013
Cl: 1.596 -1.623 -3.330
H: 0.383 0.307 -3.971
H: -0.424 -0.680 -2.807
C: -3.419 0.989 -2.073
Cl: -4.786 2.043 -1.589
Cl: -3.763 0.373 -3.713
H: -2.490 1.545 -2.147
H: -3.364 0.159 -1.380

Record 3
ORCA calculation (ωB97M-V/def2-TZVPD) on a structure of composition C2H4Au in a non-equilibrium geometry.

Total energy ... -5824.534 eV
Charge ... 0
HOMO energy (alpha / beta) ... -6.616 / -11.809 eV
⟨S²⟩ ... 3.760
Spin multiplicity ... 4
HOMO-LUMO gap (alpha / beta) ... 7.4 / 8.6 eV

Positions of all 7 atoms, in Å:
C: -0.565 0.257 0.071
C: 0.670 -0.497 -0.141
H: -0.548 1.300 -0.300
H: -1.475 -0.194 -0.372
H: 0.438 -1.577 -0.252
Au: 2.439 0.290 -0.287
H: -0.961 0.420 1.282

Record 4
ORCA calculation (ωB97M-V/def2-TZVPD) on a structure of composition C2H4AuO3 in a non-equilibrium geometry.

Total energy ... -11957.181 eV
Charge ... +1
HOMO energy (alpha / beta) ... -14.911 / -15.917 eV
⟨S²⟩ ... 2.014
Spin multiplicity ... 3
HOMO-LUMO gap (alpha / beta) ... 9.1 / 7.9 eV
Relative energy (zero: lowest compared OMol25 entry of this formula, charge and spin) ... 0.0000 eV

Positions of all 10 atoms, in Å:
C: -1.743 -0.320 -0.217
O: -1.671 0.693 0.553
H: -2.083 -1.279 0.212
H: -1.908 -0.172 -1.299
O: 0.438 -0.730 0.329
C: 1.532 0.037 -0.149
O: 1.537 1.288 0.456
Au: -0.009 0.870 1.283
H: 1.442 0.132 -1.254
H: 2.465 -0.520 0.086

Record 5
ORCA calculation (ωB97M-V/def2-TZVPD) on the molecule C2H4BFO in a non-equilibrium geometry.

Total energy ... -7577.619 eV
Charge ... 0
HOMO energy ... -10.202 eV
HOMO-LUMO gap ... 9.6 eV
Relative energy (zero: lowest compared OMol25 entry of this formula, charge and spin) ... 2.1142 eV

Positions of all 9 atoms, in Å:
B: -0.233 -1.108 -0.732
C: -0.248 1.232 0.255
C: 0.491 -0.057 0.278
O: -0.571 1.834 1.195
F: 0.338 -0.527 1.552
H: 0.069 -1.486 -1.670
H: -1.126 -1.663 -0.232
H: -0.315 1.728 -0.781
H: 1.594 0.046 0.136

Record 6
ORCA calculation (ωB97M-V/def2-TZVPD) on a cluster of 2 separate species, C2H4BFO in total in a non-equilibrium geometry.

Total energy ... -7579.154 eV
Charge ... 0
HOMO energy ... -9.437 eV
HOMO-LUMO gap ... 9.7 eV
Relative energy (zero: lowest compared OMol25 entry of this formula, charge and spin) ... 0.5792 eV

Positions of all 9 atoms, in Å:
B: 1.189 0.974 1.268
C: -1.312 -0.163 -0.869
C: -0.514 -1.076 -1.282
O: -2.136 0.627 -0.732
F: 0.082 0.297 1.628
H: 2.093 0.203 0.973
H: 1.000 2.232 1.300
H: 0.601 -1.025 -1.079
H: -1.003 -2.068 -1.206

Record 7
ORCA calculation (ωB97M-V/def2-TZVPD) on a cluster of 2 separate species, C2H4BrClIN in total in a non-equilibrium geometry.

Total energy ... -94293.163 eV
Charge ... 0
HOMO energy ... -9.755 eV
HOMO-LUMO gap ... 8.5 eV
Relative energy (zero: lowest compared OMol25 entry of this formula, charge and spin) ... 0.2551 eV

Positions of all 10 atoms, in Å:
C: 0.168 1.391 -0.334
C: -0.332 -0.265 1.304
N: 0.477 0.392 0.664
Cl: 0.325 -2.666 -0.424
Br: -2.221 -0.340 1.182
I: 1.040 -2.448 -2.561
H: 0.993 2.031 -0.491
H: 0.054 0.999 -1.304
H: -0.580 1.928 -0.018
H: 0.076 -1.022 1.981

Record 8
ORCA calculation (ωB97M-V/def2-TZVPD) on the molecule C2H4BrF2N in a non-equilibrium geometry.

Total energy ... -79104.800 eV
Charge ... 0
HOMO energy ... -9.285 eV
HOMO-LUMO gap ... 9.6 eV
Relative energy (zero: lowest compared OMol25 entry of this formula, charge and spin) ... 1.0456 eV

Positions of all 10 atoms, in Å:
C: -0.146 -0.398 -0.310
C: 1.224 -0.040 0.250
N: -1.142 0.515 0.268
F: 1.519 1.142 -0.243
F: 2.161 -0.894 -0.171
Br: -2.871 -0.121 -0.045
H: -0.418 -0.518 -1.410
H: -0.531 -1.314 0.116
H: 1.223 0.161 1.405
H: -1.018 1.467 0.139

Record 9
ORCA calculation (ωB97M-V/def2-TZVPD) on the molecule C2H4BrFO in a non-equilibrium geometry.

Total energy ... -76941.909 eV
Charge ... 0
HOMO energy ... -10.678 eV
HOMO-LUMO gap ... 11.2 eV
Relative energy (zero: lowest compared OMol25 entry of this formula, charge and spin) ... 4.6209 eV

Positions of all 9 atoms, in Å:
C: -0.914 0.343 -0.168
C: 0.492 0.207 0.353
O: 1.182 -1.094 -0.139
F: 0.531 -2.263 -0.235
Br: 1.904 1.455 -0.329
H: -0.992 0.122 -1.262
H: -1.539 -0.424 0.352
H: -1.327 1.422 -0.003
H: 0.664 0.232 1.431

Record 10
ORCA calculation (ωB97M-V/def2-TZVPD) on a structure of composition C2H4BrI in a non-equilibrium geometry.

Total energy ... -80279.915 eV
Charge ... 0
HOMO energy ... -9.160 eV
HOMO-LUMO gap ... 9.3 eV
Relative energy (zero: lowest compared OMol25 entry of this formula, charge and spin) ... 2.1597 eV

Positions of all 8 atoms, in Å:
C: 0.314 0.075 -0.343
C: -0.388 0.541 1.592
Br: -1.125 2.285 1.309
I: 1.267 0.533 2.907
H: 1.020 0.852 -0.557
H: 0.735 -0.906 -0.178
H: -0.596 0.073 -0.914
H: -1.157 -0.164 1.860